1.
{"formula": "C18H54AlN10O6P3", "method": "ωB97M-V/def2-TZVPD", "symbols": ["Al", "N", "O", "O", "O", "O", "P", "N", "C", "C", "N", "C", "C", "N", "C", "C", "H", "H", "H", "H", "H", "H", "H", "H", "H", "H", "H", "H", "H", "H", "H", "H", "H", "H", "O", "P", "N", "C", "C", "N", "C", "C", "N", "C", "C", "H", "H", "H", "H", "H", "H", "H", "H", "H", "H", "H", "H", "H", "H", "H", "H", "H", "H", "O", "P", "N", "C", "C", "N", "C", "C", "N", "C", "C", "H", "H", "H", "H", "H", "H", "H", "H", "H", "H", "H", "H", "H", "H", "H", "H", "H", "H"], "positions_angstrom": [[-21.30463, 4.01617, 3.93404], [-22.45639, 3.39079, 0.86766], [-22.75172, 3.47601, -0.31551], [-21.28755, 3.16052, 1.23915], [-23.30941, 3.64796, 1.75866], [-22.50584, 1.41364, 3.81819], [-22.82564, -0.01463, 3.74740], [-22.15571, -0.83641, 2.46361], [-22.27047, -2.26934, 2.22258], [-21.95161, -0.04868, 1.25038], [-24.46563, -0.25519, 3.54196], [-25.35621, 0.90118, 3.48912], [-25.12506, -1.55478, 3.62767], [-22.42596, -0.89632, 5.07460], [-21.22992, -1.74557, 5.15554], [-23.13813, -0.65963, 6.33092], [-21.33657, -2.59281, 1.76662], [-23.15090, -2.49473, 1.61589], [-22.37895, -2.81778, 3.15333], [-21.22955, 0.75027, 1.42003], [-22.90199, 0.40129, 0.93311], [-21.58390, -0.63926, 0.41482], [-26.39323, 0.58275, 3.52517], [-25.17104, 1.56646, 4.34332], [-25.17211, 1.52065, 2.60562], [-24.45343, -2.28123, 4.08110], [-26.02794, -1.47903, 4.22857], [-25.34852, -1.91511, 2.61868], [-21.44549, -2.78030, 4.91491], [-20.41062, -1.31080, 4.58108], [-20.82615, -1.59734, 6.16025], [-23.85395, 0.14787, 6.20331], [-22.41332, -0.33900, 7.08326], [-23.55295, -1.60919, 6.67192], [-23.41747, 5.88135, 4.01599], [-24.59579, 6.72703, 4.22901], [-25.98326, 5.83828, 4.04051], [-27.32423, 6.37567, 4.30635], [-25.91575, 4.56273, 3.34925], [-24.64346, 7.90175, 3.01260], [-25.62871, 8.97809, 3.03283], [-24.34157, 7.44582, 1.66937], [-24.76675, 7.54596, 5.63609], [-24.19691, 8.86159, 5.87035], [-24.87331, 6.71956, 6.83510], [-27.90965, 6.25111, 3.39606], [-27.22190, 7.42339, 4.56566], [-27.79420, 5.87615, 5.15627], [-25.42995, 3.80386, 3.97355], [-25.31535, 4.59896, 2.43132], [-26.92725, 4.24751, 3.10691], [-25.17386, 9.93683, 2.75988], [-26.40984, 8.80442, 2.28596], [-26.05346, 9.11202, 4.01924], [-24.26895, 8.29723, 0.99518], [-23.48213, 6.77611, 1.70235], [-25.17429, 6.82508, 1.29838], [-24.40955, 9.25063, 6.86786], [-23.10064, 8.89077, 5.85261], [-24.60029, 9.61373, 5.20083], [-23.90278, 6.30300, 7.13428], [-25.58199, 5.89949, 6.71505], [-25.20300, 7.26970, 7.71670], [-21.00611, 6.32892, 2.35531], [-20.52202, 7.23389, 1.30159], [-20.69198, 6.69093, -0.24093], [-22.02915, 6.57625, -0.79611], [-19.62966, 5.86113, -0.76905], [-18.92480, 7.60529, 1.51805], [-18.19410, 8.40045, 0.53463], [-18.28074, 7.53278, 2.82599], [-21.33379, 8.69817, 1.31841], [-21.65196, 9.26026, 2.61836], [-21.27543, 9.66121, 0.23877], [-21.96219, 6.43535, -1.87600], [-22.64705, 7.41465, -0.49261], [-22.50783, 5.62977, -0.50688], [-19.24524, 5.14874, -0.03050], [-18.76118, 6.36801, -1.19984], [-20.00674, 5.25475, -1.59382], [-18.11011, 9.43484, 0.88264], [-17.20235, 7.96065, 0.40984], [-18.65293, 8.42737, -0.45122], [-17.93304, 6.50691, 2.99612], [-17.43659, 8.20219, 2.94462], [-19.03915, 7.68761, 3.59607], [-21.04687, 10.15438, 2.79945], [-22.71532, 9.51854, 2.62518], [-21.39825, 8.55866, 3.40962], [-22.22187, 10.20082, 0.14752], [-21.09436, 9.15825, -0.70959], [-20.48386, 10.40608, 0.38084]], "lowdin_charge": [1.017, -0.579, 0.049, -0.085, -0.073, -0.346, 0.495, -0.243, -0.077, -0.069, -0.231, -0.074, -0.063, -0.294, -0.072, -0.069, 0.107, 0.099, 0.059, 0.074, 0.099, 0.100, 0.093, 0.078, 0.088, 0.077, 0.099, 0.101, 0.081, 0.094, 0.094, 0.080, 0.092, 0.098, -0.344, 0.515, -0.235, -0.051, -0.064, -0.221, -0.094, -0.093, -0.286, -0.085, -0.085, 0.100, 0.066, 0.103, 0.084, 0.075, 0.099, 0.099, 0.106, 0.063, 0.096, 0.060, 0.112, 0.098, 0.094, 0.063, 0.094, 0.081, 0.095, -0.353, 0.507, -0.273, -0.070, -0.084, -0.248, -0.086, -0.058, -0.240, -0.069, -0.082, 0.106, 0.061, 0.070, 0.094, 0.080, 0.100, 0.097, 0.106, 0.075, 0.098, 0.097, 0.079, 0.106, 0.080, 0.078, 0.100, 0.084, 0.099], "e_above_lowest_ev": 0.0000, "total_energy_ha": -2983.08198, "homo_lumo_gap_ev": 1.9, "charge": 2, "multiplicity": 1}


2.
{"formula": "C40H45BClN8O6Ru", "method": "ωB97M-V/def2-TZVPD", "symbols": ["Ru", "C", "C", "C", "C", "C", "N", "N", "B", "N", "N", "C", "C", "C", "C", "C", "N", "N", "C", "C", "C", "C", "C", "H", "H", "H", "H", "H", "H", "H", "H", "H", "H", "H", "H", "H", "H", "H", "H", "H", "H", "H", "H", "H", "H", "O", "C", "N", "C", "C", "O", "N", "C", "C", "C", "C", "C", "C", "C", "C", "C", "C", "C", "C", "H", "H", "H", "H", "H", "H", "H", "H", "H", "H", "H", "C", "C", "C", "C", "C", "C", "C", "C", "C", "C", "H", "H", "H", "H", "H", "H", "H", "H", "H", "H", "H", "H", "O", "Cl", "O", "O", "O"], "positions_angstrom": [[-0.93789, -0.61222, -0.06743], [-2.78835, -2.83051, -2.59290], [-1.71628, -3.46253, -1.77316], [-1.24122, -4.78094, -1.86636], [-0.26554, -4.89260, -0.89471], [0.57238, -6.07605, -0.53815], [-0.18065, -3.70312, -0.27198], [-1.05985, -2.82324, -0.81231], [0.63005, -3.30434, 0.97790], [1.65479, -2.20573, 0.66120], [1.25845, -0.99259, 0.20637], [2.30056, -0.17789, 0.26795], [2.22304, 1.25641, -0.12604], [3.40786, -0.87567, 0.76930], [2.95220, -2.15394, 1.01820], [3.69624, -3.31931, 1.57926], [-0.36549, -2.80080, 2.05509], [-0.52717, -1.47481, 2.30807], [-1.23265, -1.38812, 3.42422], [-1.59947, -0.06124, 3.99941], [-1.51255, -2.67261, 3.92926], [-0.95132, -3.54154, 3.01914], [-0.94966, -5.03260, 2.98322], [-3.54300, -3.57747, -2.84302], [-2.38132, -2.44231, -3.53054], [-3.25686, -2.00397, -2.06477], [-1.57638, -5.54794, -2.54572], [0.32472, -6.90509, -1.20045], [0.40462, -6.39523, 0.49107], [1.63610, -5.85800, -0.64268], [1.21730, -4.27773, 1.36991], [1.19534, 1.53625, -0.35906], [2.81834, 1.43402, -1.02109], [2.59242, 1.88991, 0.68281], [4.40662, -0.49997, 0.91813], [4.74988, -3.06108, 1.67816], [3.61413, -4.19428, 0.93404], [3.31516, -3.59943, 2.56245], [-1.10323, 0.73024, 3.44244], [-1.28798, 0.00081, 5.04422], [-2.67242, 0.12658, 3.95032], [-2.08135, -2.93089, 4.80808], [-1.61491, -5.42692, 3.75022], [0.05252, -5.43203, 3.15782], [-1.28786, -5.40029, 2.01250], [-2.46092, 0.30153, -2.35991], [-1.35355, 0.31909, -2.86494], [-1.10759, 0.51498, -4.22211], [0.25339, 0.08204, -4.50672], [0.83357, 0.02719, -3.05623], [2.02125, -0.14285, -2.85292], [-0.17858, 0.15011, -2.17041], [0.23103, -1.32326, -5.10790], [-0.09626, -1.46948, -6.45563], [-0.23371, -2.72676, -7.02092], [-0.03840, -3.86135, -6.24322], [0.29213, -3.72423, -4.90444], [0.42754, -2.46314, -4.33630], [1.03768, 1.06016, -5.35224], [2.30580, 0.70538, -5.80799], [3.06198, 1.59919, -6.54876], [2.56144, 2.86024, -6.84737], [1.30283, 3.22030, -6.39144], [0.54647, 2.32654, -5.64366], [-1.85312, 0.21751, -4.83396], [-0.23334, -0.58475, -7.06768], [-0.48998, -2.82185, -8.06899], [-0.14348, -4.84656, -6.68050], [0.43485, -4.59830, -4.28233], [0.68373, -2.38093, -3.28658], [2.69938, -0.27323, -5.56626], [4.04811, 1.31150, -6.89193], [3.15167, 3.55692, -7.42978], [0.90502, 4.20284, -6.61415], [-0.43184, 2.60655, -5.27628], [-1.56387, 4.28888, 0.39174], [-0.90947, 4.29060, 1.79175], [0.59809, 4.47355, 1.60508], [-1.13786, 2.87434, 2.31528], [-1.54404, 5.32984, 2.69400], [-0.80083, 6.31523, 3.33570], [-1.41218, 7.25775, 4.15413], [-2.78221, 7.22754, 4.35097], [-3.53559, 6.24338, 3.72433], [-2.92324, 5.30768, 2.90796], [-1.13387, 3.49959, -0.22821], [-1.38571, 5.25068, -0.09285], [-2.63545, 4.10666, 0.44115], [0.97946, 3.71149, 0.92602], [1.14410, 4.38832, 2.54692], [0.81358, 5.44858, 1.16508], [-0.62077, 2.11181, 1.69482], [0.27134, 6.36049, 3.20233], [-0.80878, 8.01606, 4.63795], [-3.26019, 7.96032, 4.98892], [-4.60678, 6.19955, 3.87651], [-3.52332, 4.53746, 2.44277], [-2.98211, -1.15251, 0.71275], [-3.63181, 0.19046, 0.97879], [-1.83495, 2.57150, 3.24291], [-4.83379, 0.28688, 0.17326], [-2.58903, 1.13154, 0.45800]], "lowdin_charge": [1.312, -0.020, -0.337, -0.010, -0.288, -0.028, 0.024, 0.040, -0.527, 0.028, -0.010, -0.340, -0.048, 0.015, -0.276, -0.032, 0.013, 0.049, -0.352, -0.039, 0.007, -0.285, -0.026, 0.079, 0.069, 0.060, 0.105, 0.076, 0.066, 0.079, 0.111, 0.043, 0.076, 0.072, 0.104, 0.074, 0.074, 0.081, 0.037, 0.081, 0.074, 0.100, 0.076, 0.076, 0.076, 0.012, -0.584, 0.149, -0.285, -0.462, 0.061, 0.086, -0.143, -0.035, -0.088, -0.096, -0.075, -0.012, -0.156, -0.025, -0.083, -0.108, -0.093, -0.026, 0.146, 0.119, 0.096, 0.095, 0.096, 0.116, 0.122, 0.097, 0.093, 0.095, 0.107, -0.019, -0.456, -0.046, -0.221, -0.164, -0.035, -0.093, -0.106, -0.080, -0.028, 0.085, 0.095, 0.084, 0.063, 0.092, 0.092, 0.117, 0.097, 0.096, 0.094, 0.100, 0.116, -0.582, 0.872, 0.057, -0.444, -0.565], "e_above_lowest_ev": 0.0000, "total_energy_ha": -3020.70233, "s2": 6.0063, "homo_lumo_gap_ev": [7.6, 7.7], "charge": -1, "multiplicity": 5}


3.
{"formula": "C5H10N2", "method": "ωB97M-V/def2-TZVPD", "symbols": ["C", "N", "C", "C", "C", "C", "N", "H", "H", "H", "H", "H", "H", "H", "H", "H", "H"], "positions_angstrom": [[-2.57563, 2.23960, 0.26804], [-2.88840, 1.04587, -0.01937], [-1.79286, 0.27079, -0.54144], [-0.49446, 0.19764, -0.00917], [0.29327, -1.17069, -0.00699], [1.77601, -1.24741, -0.31900], [2.59344, -0.42401, 0.47268], [-1.55724, 2.65223, 0.20089], [-3.28871, 3.03563, 0.21576], [-1.86326, -0.23401, -1.53403], [-0.06733, 0.84807, 0.72574], [0.10792, -1.50648, 1.04110], [-0.10820, -1.79362, -0.74050], [2.01454, -2.25531, -0.05400], [1.91443, -1.19014, -1.38307], [3.62963, -0.38216, 0.30714], [2.30685, -0.08601, 1.37622]], "lowdin_charge": [-0.068, -0.005, -0.169, -0.076, -0.191, -0.345, -0.024, 0.078, 0.058, 0.112, 0.070, 0.125, 0.076, 0.090, 0.108, 0.097, 0.064], "e_above_lowest_ev": 3.2866, "total_energy_ha": -305.90307, "smiles": "C=N/C=C/CCN", "homo_lumo_gap_ev": 9.2, "multiplicity": 1}